Entry 1:
Computed, not measured: the molecule C19H22N2O, with ωB97M-V/def2-TZVPD.

Structure (XYZ):
```
44
Properties=species:S:1:pos:R:3:forces:R:3
C -4.599 -2.658 0.249 0.034 -0.017 0.030
C -3.889 -1.341 0.168 -0.006 0.031 -0.023
C -3.452 -0.706 1.325 0.003 -0.020 -0.024
C -2.785 0.502 1.263 -0.021 0.027 -0.051
C -2.534 1.115 0.040 -0.029 0.071 -0.066
C -2.979 0.485 -1.115 0.001 0.085 0.103
C -3.646 -0.726 -1.052 -0.020 -0.057 0.016
H -3.984 -1.196 -1.965 -0.050 -0.060 -0.073
H -2.812 0.952 -2.076 0.034 0.060 -0.095
C -1.739 2.395 -0.036 0.039 0.040 -0.004
N -0.296 2.208 -0.098 -0.052 0.069 0.035
C 0.285 1.615 1.088 0.040 0.026 0.048
H 0.062 0.535 1.155 -0.028 0.032 0.086
C 1.814 1.835 1.090 0.178 -0.132 -0.165
C 2.552 0.539 1.380 0.034 0.404 0.632
N 2.387 -0.437 0.315 -0.022 -0.120 0.117
C 2.019 -0.092 -0.939 -0.042 -0.250 -0.932
C 1.905 -1.054 -1.907 0.030 0.322 0.081
C 2.164 -2.399 -1.595 0.067 -0.017 0.323
C 2.531 -2.744 -0.335 -0.038 -0.223 -0.227
C 2.674 -1.762 0.698 -0.018 -0.065 -0.025
O 3.014 -1.987 1.850 0.125 -0.110 0.220
H 2.739 -3.763 -0.054 0.023 -0.066 0.044
H 2.069 -3.149 -2.366 0.007 -0.107 -0.032
H 1.611 -0.771 -2.905 -0.027 0.115 -0.079
C 1.676 1.337 -1.284 -0.024 0.186 0.077
C 2.264 2.321 -0.284 0.004 0.065 -0.020
H 1.882 3.321 -0.487 0.084 -0.002 -0.036
H 3.353 2.339 -0.343 0.048 0.022 0.015
H 2.059 1.532 -2.289 -0.047 -0.118 0.109
C 0.139 1.521 -1.298 -0.119 0.042 -0.097
H -0.344 0.535 -1.413 0.071 0.135 -0.034
H -0.152 2.143 -2.150 -0.009 -0.057 -0.046
H 2.197 0.067 2.302 0.092 0.094 -0.165
H 3.624 0.729 1.510 -0.120 -0.041 0.063
H 2.087 2.565 1.856 0.011 -0.087 -0.022
H -0.159 2.099 1.960 -0.023 -0.083 0.025
H -1.943 3.016 0.841 -0.052 0.006 -0.063
H -2.025 2.958 -0.930 -0.059 0.010 0.067
H -2.464 0.981 2.177 0.045 0.063 0.098
H -3.640 -1.165 2.285 -0.027 -0.050 0.106
H -3.909 -3.437 0.573 -0.020 -0.095 0.002
H -5.008 -2.942 -0.717 -0.049 -0.063 -0.032
H -5.410 -2.611 0.973 -0.072 -0.062 0.017
```
Forces are in eV/Å.

LUMO energy (eV): 0.702
SMILES string: Cc1ccc(CN2C[C@@H]3C[C@H](C2)c2cccc(=O)n2C3)cc1
Relative energy (zero: lowest compared OMol25 entry of this formula, charge and spin) (kJ/mol): 124.6
Orbital gap (Eh): 0.31947
Charge: 0

---

Entry 2:
Computed, not measured: the molecule C19H22N2O2S in a non-equilibrium geometry, with ωB97M-V/def2-TZVPD.

Structure (XYZ):
```
46
Properties=species:S:1:pos:R:3:forces:R:3
S -0.557 2.079 2.615 0.511 -1.023 -0.425
N 1.929 3.181 0.334 0.958 -2.062 1.845
O 2.315 2.847 2.711 -0.481 0.610 -1.133
O 1.817 4.919 1.749 -0.256 -1.043 0.214
C 0.732 1.040 2.219 -2.042 1.033 -1.220
C 2.021 3.578 1.582 -0.222 -0.109 -1.642
C 3.043 0.543 2.554 0.927 -1.028 -1.272
C 2.057 1.490 2.532 0.698 -1.997 -0.739
C 2.876 -0.808 1.968 -2.000 0.715 0.067
C 1.604 -1.066 1.366 2.601 0.231 1.417
C 1.229 5.878 -2.251 1.581 -2.374 -1.203
C 1.114 6.892 -1.354 -0.794 1.326 1.910
C 1.604 4.551 -1.809 -0.886 0.519 -0.509
C 1.168 6.650 0.054 1.420 -0.621 -0.183
C 1.643 4.269 -0.446 0.024 2.160 1.306
C 1.516 5.333 0.478 -0.850 2.794 -1.663
N 0.564 -0.128 1.423 1.744 0.135 0.763
C 3.943 -1.912 2.240 -0.149 0.025 0.648
C 1.374 -2.421 0.775 -1.336 -1.004 -1.437
C -2.811 -3.438 -1.527 -0.162 -1.445 1.089
C -0.691 -0.358 0.655 -1.634 0.919 2.326
C -2.829 -2.245 -0.627 3.023 0.872 0.566
C -1.650 -1.347 1.462 0.072 0.127 0.731
C -2.071 -2.624 0.718 1.537 1.323 -1.661
H 4.081 0.781 2.819 -0.501 0.241 0.094
H 1.236 6.112 -3.348 -0.107 -0.429 1.222
H 0.962 7.944 -1.707 0.032 -1.139 0.418
H 1.837 3.745 -2.510 -0.252 0.367 0.067
H 1.185 7.523 0.721 -0.218 -0.670 -0.107
H 4.982 -1.611 2.319 0.110 1.075 -0.390
H 4.067 -2.830 1.619 -0.984 0.850 0.224
H 3.783 -2.206 3.287 -0.280 -0.456 -0.270
H 0.720 -3.074 1.436 0.226 1.090 -0.985
H 2.229 -3.093 0.628 0.291 0.952 0.290
H 0.977 -2.303 -0.300 0.044 -0.430 1.731
H -1.804 -3.663 -1.929 -0.592 0.344 -0.043
H -3.601 -3.464 -2.300 0.521 -0.157 0.437
H -2.948 -4.193 -0.695 -0.399 -0.321 -1.731
H -1.184 0.681 0.613 0.810 -1.619 -0.278
H -0.480 -0.787 -0.306 0.368 0.149 -0.372
H -2.326 -1.363 -1.071 0.090 -0.423 0.026
H -3.769 -1.835 -0.429 -1.836 0.062 0.562
H -2.583 -0.900 1.810 0.066 0.719 -0.427
H -1.171 -1.537 2.444 0.065 -0.293 -0.622
H -2.654 -3.282 1.310 -0.846 -0.386 0.723
H -1.135 -3.206 0.510 -0.894 0.389 -0.362
```
Forces are in eV/Å.

LUMO energy (eV): 0.145
SMILES string: CCCCCn1c(C)c(C)cc(Oc2nc3ccccc3o2)c1=S
Relative energy (zero: lowest compared OMol25 entry of this formula, charge and spin) (kJ/mol): 448.3
Orbital gap (Eh): 0.28639
Charge: 0

---

Entry 3:
Computed, not measured: a structure of composition C19H22N2O2S in a non-equilibrium geometry, with ωB97M-V/def2-TZVPD.

Structure (XYZ):
```
46
Properties=species:S:1:pos:R:3:forces:R:3
C 1.630 -0.411 5.531 -0.462 -1.978 -6.684
H 0.683 0.017 5.633 -1.475 0.368 0.092
H 2.035 -0.726 6.333 2.845 -1.368 6.136
H 2.280 0.197 4.937 0.373 0.685 -0.034
C 1.582 -1.906 4.646 -12.477 4.585 5.934
C 0.809 -1.419 3.490 -0.990 -1.245 -2.095
N 1.429 -0.931 2.483 -11.072 -0.072 -0.922
N 2.610 -1.043 2.244 4.710 0.275 -4.163
C 3.267 -0.666 1.132 2.355 2.396 -1.396
O 4.543 -0.610 1.057 -4.599 -0.681 0.400
C 2.282 -0.130 0.032 12.270 -5.861 -0.483
C 1.190 0.434 0.149 -3.780 3.369 -2.055
C 0.761 0.893 -1.114 -9.143 4.953 7.937
C 0.986 0.755 -2.319 6.576 -5.366 -9.642
C 2.317 -0.081 -2.473 -2.642 3.131 7.244
C 3.020 -0.261 -1.215 -0.358 -2.194 -5.421
H 4.089 -0.800 -1.439 -2.782 1.528 1.589
H 2.732 -0.080 -3.372 1.986 -0.615 -3.794
O 0.374 1.043 -3.595 1.124 -0.322 5.227
C -0.785 1.890 -3.400 -1.294 -8.310 -8.588
H -0.637 2.538 -2.764 1.893 7.116 5.931
C -2.034 1.002 -2.940 3.194 -1.379 -5.355
H -2.742 1.493 -2.428 -2.123 1.704 2.628
C -2.672 0.731 -4.323 -0.408 -9.887 0.209
C -2.593 1.643 -5.299 2.291 11.608 0.684
H -3.150 2.662 -4.948 0.715 -1.893 -0.646
C -0.807 2.289 -4.932 -8.518 5.910 7.093
H -0.460 1.718 -5.594 4.164 -4.142 -4.659
H -0.774 3.426 -4.908 0.192 -1.604 -1.190
H -2.558 1.833 -6.312 -0.424 -1.555 -2.299
H -2.212 -0.277 -4.963 0.013 1.960 2.269
H -3.637 0.190 -4.337 -0.305 0.780 0.920
H -1.665 0.024 -2.610 -0.351 0.525 0.747
H -0.223 1.490 -0.908 1.281 -0.605 -0.484
H 0.945 0.793 1.082 -1.818 0.596 1.403
H 3.035 -1.153 3.019 5.904 -1.468 6.143
C -0.723 -1.684 3.274 1.365 4.126 2.141
C -1.544 -1.035 2.356 0.858 -4.161 -2.827
C -2.929 -1.429 2.561 3.838 0.317 7.493
C -3.252 -1.748 3.975 5.420 1.410 -4.475
S -1.622 -1.773 4.709 -2.161 -1.625 1.359
H -4.142 -1.799 4.517 -1.104 -0.320 0.572
H -3.612 -1.290 1.904 -4.541 0.824 -4.333
H -0.962 -0.995 1.356 -1.715 0.728 1.217
H 0.729 -2.575 5.383 3.355 1.356 -2.321
H 2.409 -2.237 4.387 7.821 -3.601 -1.499
```
Forces are in eV/Å.

LUMO energy (eV): -0.255
Relative energy (zero: lowest compared OMol25 entry of this formula, charge and spin) (kJ/mol): 1833.3
Orbital gap (Eh): 0.29505
Charge: 0

---

Number 1: E_HOMO -7.9914 eV. Number 2: E_HOMO -7.6476 eV. Number 3: E_HOMO -8.2839 eV.